No. 1
Formula: C17H42ClO12P
Source: the Open Molecules 2025 dataset
Level of theory: wB97M-V/def2-TZVPD

The geometry in XYZ format:
```
73
Properties=species:S:1:pos:R:3:forces:R:3:mulliken_charge:R:1
O 6.187 0.494 -2.556 -3.07 -2.87 3.21 -0.49
C 5.586 -0.329 -1.814 3.65 2.78 -3.14 0.49
O 6.093 -1.681 -1.885 -2.54 1.88 0.12 -0.32
O 4.531 0.083 -0.944 1.41 -3.19 -2.95 -0.22
P 3.018 -0.678 -1.288 -1.40 -1.14 1.56 0.34
O 3.218 -2.395 -1.368 0.72 3.14 -1.58 -0.31
Cl 2.297 -0.107 -3.231 1.34 -0.60 0.83 -0.22
H 6.243 -1.804 -2.858 0.25 0.34 1.14 0.34
H 3.600 -2.587 -2.258 -0.25 -0.40 0.79 0.33
C -3.099 -3.660 -1.823 -0.07 -0.02 0.17 -0.71
O -2.193 -4.023 -0.790 0.11 0.06 -0.39 -0.37
C -0.980 -4.573 -1.301 0.03 0.22 0.54 -0.74
C 0.147 -3.546 -1.280 -0.11 -0.19 -0.54 -0.09
O -0.105 -2.479 -2.192 -0.13 -0.04 0.36 -0.34
C -0.587 -1.312 -1.540 -0.05 -0.01 -0.19 -0.63
H -3.883 -3.039 -1.386 0.08 -0.10 0.06 0.25
H -2.607 -3.091 -2.616 0.03 -0.04 0.01 0.29
H -3.558 -4.560 -2.245 -0.03 0.04 -0.11 0.33
H -1.127 -4.974 -2.309 0.03 0.11 0.00 0.36
H -0.708 -5.407 -0.646 0.03 0.02 -0.04 0.37
H 1.072 -4.033 -1.605 -0.02 -0.02 0.06 0.18
H 0.310 -3.162 -0.266 -0.09 -0.04 -0.04 0.35
H 0.233 -0.814 -1.018 -0.09 0.13 0.15 0.09
H -1.388 -1.542 -0.832 0.05 -0.03 0.01 0.43
H -0.982 -0.634 -2.299 0.12 -0.08 0.00 0.30
C -0.073 3.501 0.114 -0.01 -0.10 -0.16 -0.83
O -0.560 2.196 0.393 0.06 0.26 0.28 -0.29
C -0.414 1.847 1.768 -0.39 -0.34 -0.29 -0.45
C -1.734 1.986 2.520 0.34 0.37 0.25 -0.63
O -2.145 3.349 2.599 -0.04 -0.28 -0.32 -0.37
C -3.158 3.666 1.653 0.09 0.19 0.06 -0.63
H -0.427 3.793 -0.877 0.03 -0.13 0.06 0.26
H -0.432 4.235 0.840 0.01 -0.05 0.03 0.35
H 1.022 3.494 0.108 0.02 0.11 0.03 0.31
H 0.373 2.445 2.241 -0.11 0.05 0.01 0.34
H -0.101 0.798 1.799 -0.01 0.02 0.04 0.36
H -1.592 1.635 3.547 0.02 -0.04 -0.03 0.41
H -2.514 1.370 2.060 0.10 0.05 -0.07 0.33
H -4.113 3.246 1.980 -0.08 0.01 -0.09 0.31
H -2.914 3.293 0.655 0.02 -0.07 0.05 0.35
H -3.251 4.752 1.603 -0.02 -0.13 0.13 0.17
C -6.905 8.905 2.311 -0.13 0.05 0.13 -0.68
O -7.640 7.829 2.879 0.30 -0.06 -0.29 -0.37
C -7.610 6.661 2.061 -0.15 -0.09 0.55 -0.60
C -6.614 5.637 2.592 0.17 0.13 -0.50 -0.47
O -5.273 6.111 2.483 -0.28 0.16 0.30 -0.29
C -4.768 6.591 3.721 0.12 -0.02 -0.10 -0.90
H -6.768 9.667 3.081 -0.10 -0.10 -0.02 0.24
H -5.920 8.587 1.960 -0.03 -0.04 -0.02 0.28
H -7.469 9.341 1.481 0.09 0.04 -0.06 0.33
H -7.392 6.919 1.019 0.10 -0.03 0.06 0.34
H -8.614 6.224 2.093 0.04 -0.03 -0.02 0.38
H -6.682 4.731 1.980 -0.04 0.00 0.01 0.36
H -6.847 5.361 3.626 -0.02 0.12 -0.05 0.37
H -4.531 5.748 4.377 0.01 0.04 0.10 0.34
H -5.477 7.257 4.220 -0.02 -0.05 -0.03 0.44
H -3.851 7.149 3.522 -0.06 -0.11 -0.07 0.25
C 8.395 -5.973 -1.306 0.05 -0.13 0.16 -0.73
O 7.384 -6.340 -0.378 -0.06 0.25 -0.33 -0.39
C 6.335 -5.375 -0.310 -0.09 -0.49 0.20 -0.35
C 5.113 -5.830 -1.097 0.11 0.48 -0.16 -0.32
O 5.379 -5.878 -2.498 0.11 -0.25 0.20 -0.34
C 5.617 -7.202 -2.959 -0.01 0.12 -0.12 -0.81
H 9.027 -6.845 -1.484 -0.08 0.04 0.11 0.25
H 7.975 -5.649 -2.261 -0.03 0.02 0.03 0.31
H 9.012 -5.173 -0.884 0.04 0.05 -0.11 0.32
H 6.682 -4.394 -0.651 -0.06 -0.06 -0.08 0.18
H 6.058 -5.281 0.746 -0.04 0.03 -0.05 0.38
H 4.312 -5.098 -0.950 0.01 -0.01 0.05 0.23
H 4.752 -6.799 -0.735 0.12 0.03 -0.01 0.35
H 4.672 -7.751 -3.010 0.03 -0.11 0.01 0.31
H 6.319 -7.737 -2.315 -0.05 0.04 0.02 0.35
H 6.043 -7.142 -3.962 -0.09 0.08 0.07 0.26
```
Positions in Å, forces in eV/Å.

Properties
Total energy   -64686.6937 eV
HOMO-LUMO gap   9.25 eV

---

No. 2
Formula: C17H42N2O7
Source: the Open Molecules 2025 dataset
Level of theory: wB97M-V/def2-TZVPD

The geometry in XYZ format:
```
68
Properties=species:S:1:pos:R:3:forces:R:3:nbo_charge:R:1
H 2.697 -6.811 -5.291 -0.03 -0.01 0.03 0.34
N 2.792 -6.348 -4.388 0.04 0.02 -0.02 -0.62
C 2.100 -5.291 -4.340 -0.02 0.00 -0.02 0.13
C 2.065 -4.418 -3.114 0.01 -0.05 0.02 -0.29
N 2.341 -3.005 -3.358 -0.02 -0.03 0.04 -0.62
C 3.741 -2.610 -3.241 -0.01 0.19 0.06 -0.26
C 4.643 -2.927 -4.449 -0.09 -0.05 -0.02 -0.08
O 5.966 -3.255 -4.086 0.03 0.04 0.02 -0.54
C 6.103 -4.536 -3.491 -0.02 -0.09 -0.05 -0.26
H 1.482 -4.950 -5.184 0.05 0.01 0.03 0.14
H 1.075 -4.517 -2.650 0.03 -0.01 -0.07 0.20
H 2.795 -4.811 -2.402 -0.08 0.05 0.01 0.22
H 1.948 -2.706 -4.243 -0.04 0.06 0.07 0.35
H 4.140 -3.078 -2.338 0.02 -0.02 -0.10 0.21
H 3.770 -1.533 -3.046 0.03 -0.07 -0.01 0.20
H 4.723 -2.050 -5.096 -0.02 -0.08 0.01 0.19
H 4.193 -3.737 -5.042 0.07 0.01 0.06 0.16
H 5.146 -5.065 -3.429 0.07 0.04 0.01 0.18
H 6.781 -5.141 -4.101 -0.02 0.05 0.05 0.18
H 6.523 -4.440 -2.487 -0.04 0.00 -0.05 0.18
C 3.541 -2.560 1.667 0.01 0.01 -0.01 -0.25
O 3.239 -2.154 0.346 0.04 -0.02 0.01 -0.55
C 1.985 -1.506 0.219 -0.01 -0.07 -0.12 -0.09
C 2.140 -0.006 0.116 -0.03 0.05 0.02 -0.09
O 2.661 0.558 1.310 0.01 -0.03 -0.05 -0.56
C 4.039 0.871 1.228 0.00 0.02 0.05 -0.25
H 4.577 -2.894 1.673 0.00 -0.02 -0.01 0.19
H 3.424 -1.739 2.378 0.01 0.00 0.00 0.18
H 2.900 -3.393 1.978 -0.01 0.01 0.01 0.17
H 1.335 -1.755 1.065 0.01 0.00 0.01 0.17
H 1.514 -1.874 -0.699 0.01 0.00 0.00 0.20
H 1.157 0.439 -0.065 0.00 0.00 -0.01 0.18
H 2.783 0.242 -0.735 0.01 -0.01 0.00 0.18
H 4.207 1.743 0.587 0.00 -0.01 -0.02 0.17
H 4.619 0.029 0.843 0.00 0.00 0.01 0.18
H 4.377 1.107 2.236 -0.01 0.02 0.00 0.19
C -2.439 3.240 1.752 0.00 0.01 0.02 -0.25
O -1.341 2.600 2.375 0.00 0.04 0.00 -0.55
C -0.195 2.494 1.548 -0.05 -0.06 0.04 -0.09
C 0.842 3.547 1.870 0.01 0.04 -0.03 -0.09
O 0.376 4.856 1.580 -0.01 0.00 0.00 -0.55
C -0.071 5.564 2.718 0.00 0.01 -0.01 -0.25
H -3.203 3.393 2.510 -0.01 -0.02 -0.01 0.20
H -2.153 4.205 1.324 0.00 0.00 -0.01 0.17
H -2.864 2.611 0.962 0.01 0.00 -0.02 0.16
H -0.481 2.572 0.492 0.01 -0.01 -0.01 0.17
H 0.247 1.509 1.716 0.02 0.01 0.02 0.19
H 1.733 3.367 1.262 0.00 -0.02 0.00 0.19
H 1.131 3.468 2.923 0.00 0.00 0.00 0.17
H 0.766 5.816 3.379 0.00 -0.02 0.01 0.16
H -0.810 4.993 3.286 0.00 0.00 0.01 0.18
H -0.528 6.488 2.365 0.01 0.01 0.00 0.19
C -8.858 3.035 2.227 -0.01 -0.01 0.01 -0.25
O -8.571 1.887 1.454 0.03 -0.02 0.02 -0.55
C -7.564 2.092 0.479 -0.04 0.03 -0.01 -0.09
C -6.223 1.550 0.923 0.06 -0.03 0.01 -0.09
O -5.712 2.249 2.044 -0.06 0.04 0.01 -0.56
C -5.875 1.559 3.269 0.02 0.01 0.00 -0.25
H -9.541 2.728 3.017 -0.01 0.00 -0.01 0.19
H -7.955 3.457 2.676 0.00 0.00 0.00 0.18
H -9.346 3.805 1.619 0.02 0.01 0.00 0.17
H -7.471 3.158 0.246 0.00 0.00 -0.01 0.17
H -7.872 1.572 -0.433 0.00 0.00 0.00 0.18
H -5.506 1.664 0.103 0.00 0.00 0.00 0.18
H -6.313 0.482 1.148 0.00 0.00 -0.01 0.17
H -5.217 0.684 3.317 -0.01 -0.01 -0.01 0.17
H -6.909 1.236 3.415 0.00 0.00 0.01 0.18
H -5.599 2.247 4.066 0.02 0.00 0.00 0.19
```
Positions in Å, forces in eV/Å.

Properties
Total energy   -35617.5033 eV
HOMO-LUMO gap   9.61 eV